57
Properties=species:S:1:pos:R:3:forces:R:3 method="wB97M-V/def2-TZVPD" mol_weight_g_mol=513.4 de_lowest_kcal_mol=27.55 total_charge=+2 spin_multiplicity=1
Sc -0.07614 0.24522 -0.14760 -0.13 -0.60 -0.26
C -3.55027 -0.74254 2.78576 0.09 -0.11 -0.27
C -3.69006 -2.10331 2.56499 0.17 0.21 -0.09
C -3.05329 -2.66396 1.46839 0.20 0.28 -0.19
C -2.30478 -1.84418 0.62890 -0.31 0.01 0.34
N -2.08764 -0.53531 0.89374 -0.08 -0.42 -0.27
C -2.72130 -0.01153 1.94394 -0.09 0.12 0.25
C -1.79853 -2.30128 -0.67834 -0.03 -0.31 -0.27
C -2.35171 -3.38208 -1.36552 0.26 0.28 0.06
C -1.90568 -3.65403 -2.64928 0.11 0.14 0.27
C -0.97278 -2.81235 -3.23784 0.18 0.25 0.19
C -0.49426 -1.72275 -2.51364 -0.11 -0.43 -0.10
N -0.86682 -1.51299 -1.23893 -0.11 -0.40 -0.17
C 0.31105 -0.63250 -3.10926 0.17 0.26 -0.37
C 0.92272 -0.72546 -4.35696 -0.17 0.02 0.39
C 1.48232 0.40974 -4.92789 -0.09 0.10 0.25
C 1.39161 1.61171 -4.24377 -0.08 -0.07 0.07
C 0.80316 1.61911 -2.98693 -0.01 0.20 -0.14
N 0.29892 0.52743 -2.40470 0.05 -0.14 -0.35
H -4.07366 -0.25015 3.58822 0.02 0.08 0.11
H -4.28886 -2.71836 3.21726 -0.07 -0.04 0.09
H -3.13929 -3.72020 1.27201 -0.03 -0.08 -0.08
H -2.56730 1.04415 2.12588 0.00 -0.03 0.00
H -3.14299 -3.96723 -0.92566 -0.01 -0.04 0.06
H -2.31055 -4.49139 -3.19697 -0.02 -0.04 -0.07
H -0.65970 -2.99024 -4.25389 0.01 0.08 -0.08
H 0.95162 -1.66692 -4.88159 -0.02 -0.07 -0.03
H 1.95603 0.36193 -5.89704 0.02 -0.02 -0.06
H 1.76927 2.52808 -4.67128 0.00 0.06 0.02
H 0.70037 2.54687 -2.43338 0.13 -0.04 0.01
C 3.15760 1.19405 -0.83769 -0.02 0.15 -0.20
N 2.38738 0.16837 -0.10545 0.08 -0.13 0.03
C 2.83552 -1.15292 -0.58896 -0.02 -0.18 -0.10
C 2.75905 0.27951 1.33010 -0.23 -0.18 0.64
C 1.62476 -0.25722 2.21137 0.46 0.11 -0.27
N 0.42599 0.44602 1.78102 0.39 -0.21 0.22
C 0.04942 1.60143 2.38679 -0.66 1.14 0.42
C -0.62765 2.54628 1.58376 0.37 -0.08 0.88
F -0.70070 2.18345 0.20555 -0.21 0.74 0.23
C -1.17938 3.72783 2.03818 0.03 -0.09 -0.06
F -1.79371 4.53871 1.18376 0.01 -0.05 -0.01
C -1.07203 4.04804 3.38152 0.18 -0.35 -0.07
C -0.39755 3.16084 4.21483 -0.08 0.13 -0.37
F -0.28163 3.44928 5.50075 0.01 -0.10 -0.04
C 0.14947 1.97044 3.74910 -0.08 -0.13 -0.40
F 0.73335 1.14122 4.62550 -0.08 0.09 -0.09
H 4.21934 1.14777 -0.56897 -0.11 -0.02 0.03
H 3.08086 1.03075 -1.91081 -0.02 -0.03 0.01
H 2.78304 2.19248 -0.60359 0.03 -0.05 0.04
H 3.92051 -1.25688 -0.46684 -0.12 -0.04 -0.01
H 2.34280 -1.94554 -0.02350 0.05 -0.04 -0.01
H 2.60227 -1.27319 -1.64805 -0.04 0.03 0.03
H 3.69781 -0.25005 1.52629 0.02 0.12 -0.09
H 2.89924 1.33684 1.57358 0.00 -0.10 -0.07
H 1.48045 -1.33370 2.04898 0.10 0.10 0.15
H 1.86464 -0.09734 3.26627 -0.07 -0.19 -0.22
H -1.49232 4.95806 3.77787 -0.03 0.10 -0.02